{"formula": "C4H14N4", "method": "ωB97M-V/def2-TZVPD", "elements": ["C", "C", "C", "C", "N", "N", "N", "N", "H", "H", "H", "H", "H", "H", "H", "H", "H", "H", "H", "H", "H", "H"], "xyz": [[1.325382, 0.988138, 0.191788], [0.040281, -1.634716, -0.080479], [-2.414290, -0.660948, 0.594762], [-1.780076, 1.376796, -0.612318], [2.301948, 0.175145, 0.350142], [-0.249306, -0.321734, -0.321687], [3.401525, 0.207883, -0.424613], [-1.426108, 0.108315, -0.068401], [0.489709, 1.039715, 0.912714], [1.532071, 1.729486, -0.502002], [0.844665, -1.812569, -0.705244], [0.475841, -2.041668, 0.883254], [-0.701898, -2.239008, -0.464822], [-2.830616, -1.402733, -0.071663], [-2.151692, -1.328494, 1.402892], [-3.055409, 0.137021, 0.947603], [-1.698912, 2.293099, -0.018539], [-1.276953, 1.582946, -1.516649], [-2.834177, 1.516020, -0.822144], [2.245717, -0.377096, 1.275733], [3.613301, 1.072933, -0.853756], [4.148992, -0.408523, -0.096577]], "atomic_forces_ev_per_a": [[0.1786, -0.3024, 2.1237], [1.8719, -1.8949, 1.9255], [-1.3609, -0.0336, 0.9047], [-1.1834, 2.1830, -0.3359], [-0.8275, -0.0073, 3.0454], [-4.2365, 2.9356, -0.6994], [0.6333, -2.3790, 0.5028], [3.6581, -1.6977, -0.7448], [1.5472, 0.5146, -0.1094], [-0.5704, 1.4165, -1.5913], [1.9850, -0.4766, -1.5107], [-1.2177, 0.8980, -0.3533], [-2.0144, -1.5864, -0.2498], [-0.8032, 0.3356, -0.8043], [1.0838, 0.4049, 0.5566], [-1.0301, -0.7066, 0.1418], [0.8388, -0.4889, 0.9895], [0.8294, -0.1698, -0.9614], [-0.4693, -1.0614, -0.1420], [0.9288, 0.5904, -2.1109], [0.4078, 0.9236, -0.2259], [-0.2494, 0.6023, -0.3507]], "lowdin_charge": [0.079, -0.042, 0.045, 0.027, -0.056, 0.028, 0.139, -0.143, 0.141, 0.120, 0.093, 0.170, 0.103, 0.142, 0.127, 0.127, 0.141, 0.110, 0.132, 0.238, 0.125, 0.156], "de_lowest_ev": 6.6693, "molar_mass_g_mol": 118.18, "e_lumo_ha": [-0.368, -0.368], "charge": 2, "homo_energy_ev": [-17.8619, -17.8624], "largest_force_ha_per_bohr": 0.1012, "orbital_gap_ha": [0.2879, 0.2880]}